[1]
C20H20O12PdS2 | ωB97M-V with the def2-TZVPD basis set

Each line ends with the Löwdin charge.
Positions of all 55 atoms, in Å:
Pd1 -0.08890 0.25503 0.45810  0.0439
C1 4.48901 0.24875 -3.18406  0.0262
C2 4.96586 1.11355 -4.05790  -0.3936
C3 4.14056 2.32401 -4.44216  -0.3491
O1 4.45203 3.17344 -5.31103  0.0229
C4 2.96370 2.67415 -3.82127  0.0770
C5 2.54821 1.82644 -2.77082  -0.3467
C6 3.22961 0.45194 -2.47227  -0.3566
O2 2.84312 -0.19156 -1.52795  0.0710
O3 1.53854 1.98500 -2.09926  0.0564
O4 6.15148 0.85318 -4.52677  -0.0651
H1 5.00456 -0.64892 -2.87617  0.1209
H2 2.35066 3.53604 -4.03975  0.1283
C7 2.09462 -3.22644 5.07509  0.0364
C8 2.22090 -4.59695 5.33213  -0.3993
C9 1.37856 -5.63564 4.59134  -0.2868
O5 1.34133 -6.93445 4.85749  -0.0486
C10 0.69876 -5.37852 3.39921  0.0796
C11 0.57126 -3.95001 3.09760  -0.2767
C12 1.15200 -2.75350 3.99757  -0.2750
O6 0.73552 -1.59823 3.59119  -0.0372
O7 0.08340 -3.46252 2.02472  0.0135
O8 2.89812 -4.77084 6.37136  -0.0301
H3 2.63953 -2.45790 5.60313  0.1003
H4 0.13036 -6.14597 2.89489  0.1192
C13 -1.00273 -3.56415 -5.21100  -0.2018
C14 -1.46276 -2.16615 -5.69467  -0.2222
C15 -2.71841 -1.81123 -4.87644  -0.2316
S1 -2.56975 -2.55938 -3.19357  0.7051
O9 -3.58392 -3.59474 -2.94478  -0.3639
O10 -2.26621 -1.54478 -2.21496  -0.3190
C16 -1.02339 -3.48559 -3.65069  -0.2004
H5 -0.06135 -3.97507 -5.57577  0.1082
H6 -1.81169 -4.17404 -5.61313  0.1036
H7 -1.54455 -2.02235 -6.77205  0.1102
H8 -0.84238 -1.38219 -5.26035  0.1100
H9 -3.59711 -2.23087 -5.36622  0.0912
H10 -2.82929 -0.74498 -4.67918  0.0956
H11 -0.86407 -4.45325 -3.17492  0.1000
H12 -0.25301 -2.86559 -3.19221  0.0990
C17 -2.12348 6.24057 3.95980  -0.2419
C18 -1.13081 5.23254 4.45399  -0.2158
C19 -1.93685 3.91302 4.73453  -0.1900
S2 -3.09598 3.78166 3.28592  0.7311
O11 -4.46674 3.47031 3.71792  -0.3597
O12 -2.30255 2.87072 2.44000  -0.3523
C20 -2.91703 5.58205 2.79528  -0.2059
H13 -1.67216 7.15057 3.56444  0.1119
H14 -2.86044 6.48817 4.72379  0.1117
H15 -0.48206 5.64117 5.22874  0.1105
H16 -0.48109 5.13552 3.58420  0.1195
H17 -2.66837 3.88990 5.54227  0.0838
H18 -1.40569 2.96693 4.83895  0.1021
H19 -3.95532 5.87094 2.63221  0.0818
H20 -2.60342 5.65015 1.75359  0.0986

**Frontier orbital gap (spin up / spin down)**: 5.09 / 4.06 eV
**Total charge**: -2
**2S+1**: 3

=====

[2]
C20H21BBrCl2CrF4N2OSb | ωB97M-V with the def2-TZVPD basis set

Each line ends with the Löwdin charge.
Positions of all 54 atoms, in Å:
Cr1 -0.19892 0.85295 -0.88988  0.2950
Br1 -6.23602 -2.20745 2.08922  0.7143
C1 -4.90382 -1.33285 1.04032  -0.6848
C2 -5.13152 -1.14325 -0.32018  -0.1021
C3 -4.14782 -0.54745 -1.08188  -0.0083
C4 -2.92532 -0.13945 -0.53008  -0.3622
O1 -2.00562 0.34625 -1.31088  -0.2901
C5 -2.72132 -0.28735 0.88792  -0.1444
C6 -1.57642 0.14955 1.57972  -0.0411
N1 -0.45852 0.62715 1.03082  -0.0476
C7 0.62278 0.96585 1.79482  -0.2016
C8 0.83798 0.67825 3.14842  0.0067
C9 1.97178 1.15735 3.78522  -0.0649
C10 2.89748 1.94175 3.12692  -0.0135
C11 2.72688 2.25135 1.76532  -0.1324
C12 3.58488 3.08435 1.01892  0.0295
C13 3.29108 3.32585 -0.30618  -0.0258
C14 2.19838 2.70585 -0.89418  -0.1080
N2 1.37488 1.88885 -0.22968  -0.0233
C15 1.60338 1.71115 1.09232  -0.1474
C16 -3.74842 -0.90605 1.64172  -0.0782
H1 -6.05752 -1.46625 -0.76858  0.1052
H2 -4.29552 -0.39715 -2.14058  0.1247
H3 -1.62532 0.08585 2.66472  0.1302
H4 0.13508 0.06995 3.69512  0.1075
H5 2.11808 0.91415 4.82732  0.1085
H6 3.76568 2.31515 3.64692  0.1142
H7 4.45888 3.51105 1.48672  0.1231
H8 3.92458 3.95115 -0.91478  0.1163
H9 2.01898 2.82645 -1.95438  0.1113
H10 -3.60072 -1.05135 2.70272  0.1098
Cl1 -1.10452 3.28495 -1.41408  0.6568
C17 -0.76442 3.05765 -3.14068  -0.8485
Cl2 -0.12542 1.41085 -3.28458  0.7172
H11 -0.00812 3.77655 -3.45638  0.0452
H12 -1.68962 3.16435 -3.70748  0.0500
C18 0.12068 -2.74575 1.10202  -0.2658
Sb1 0.14158 -1.83115 -0.84588  1.4551
C19 1.49748 -3.18055 -1.79938  -0.2739
C20 -1.60042 -2.87985 -1.60818  -0.2836
H13 0.19608 -3.81975 0.96482  0.0079
H14 -0.80732 -2.50945 1.61302  -0.0087
H15 0.96648 -2.38895 1.68002  0.0044
H16 1.10128 -4.18255 -1.67398  0.0020
H17 2.47178 -3.10585 -1.33878  0.0029
H18 1.58948 -2.94375 -2.85348  0.0199
H19 -1.38212 -3.94285 -1.63708  -0.0005
H20 -1.82752 -2.53855 -2.61448  0.0091
H21 -2.46892 -2.71275 -0.98138  -0.0117
F1 4.04668 0.68205 -1.11708  0.1903
B1 3.21318 -0.35835 -1.34008  -1.3657
F2 2.12098 0.04055 -2.18938  -0.0295
F3 2.56338 -0.75125 -0.13418  0.0336
F4 3.85158 -1.40745 -1.90718  0.1730

**Frontier orbital gap (spin up / spin down)**: 5.26 / 6.60 eV
**2S+1**: 5

=====

[3]
C20H21BBrCl2CrF4N2OSb | ωB97M-V with the def2-TZVPD basis set

Each line ends with the Löwdin charge.
Positions of all 54 atoms, in Å:
Cr1 -0.60877 0.18090 -0.55794  0.5958
Br1 1.84146 -5.91594 -3.46972  0.7319
C1 1.26783 -4.49520 -2.35937  -0.6887
C2 0.56890 -4.77907 -1.18095  -0.1034
C3 0.14401 -3.76279 -0.36179  0.0089
C4 0.37768 -2.41760 -0.69448  -0.3163
O1 -0.05362 -1.47857 0.12864  -0.1944
C5 1.09619 -2.14637 -1.88078  -0.1353
C6 1.52878 -0.80873 -2.19678  -0.0152
N1 1.08348 0.22131 -1.57438  0.0014
C7 1.69007 1.50456 -1.51897  -0.2325
C8 2.64104 2.01166 -2.40308  -0.0392
C9 3.18164 3.25917 -2.13750  -0.0953
C10 2.81079 3.98112 -1.00741  -0.0435
C11 1.87911 3.47029 -0.08766  -0.1716
C12 1.47348 4.11265 1.10773  -0.0373
C13 0.55722 3.47384 1.95747  -0.0993
C14 0.02079 2.26349 1.61533  -0.1757
N2 0.36579 1.62060 0.45327  -0.0774
C15 1.30664 2.20288 -0.37581  -0.2143
C16 1.53841 -3.19883 -2.69981  -0.0740
H1 0.36322 -5.80776 -0.91840  0.1036
H2 -0.39341 -3.97300 0.55212  0.1201
H3 2.33875 -0.68702 -2.91495  0.1456
H4 2.93371 1.46506 -3.28885  0.1077
H5 3.90259 3.68032 -2.82509  0.1030
H6 3.25118 4.95064 -0.81422  0.1080
H7 1.89366 5.07553 1.36300  0.1039
H8 0.26197 3.92729 2.89317  0.1025
H9 -0.68905 1.75599 2.25358  0.0468
H10 2.08731 -2.97231 -3.60375  0.1170
Cl1 -1.29201 -0.64699 3.19896  0.6342
C17 -2.77505 -0.72660 2.29943  -0.8925
Cl2 -2.75336 0.20927 0.75158  0.6570
H11 -3.57540 -0.27042 2.87141  0.0369
H12 -2.99052 -1.75032 2.01529  0.0440
C18 -3.55807 2.31302 -2.86298  -0.2734
Sb1 -1.70428 2.36954 -1.84208  1.4133
C19 -0.50881 3.38767 -3.24533  -0.2571
C20 -2.15013 3.98801 -0.54530  -0.2812
H13 -3.81967 3.33670 -3.12840  0.0131
H14 -4.32924 1.89327 -2.21981  0.0164
H15 -3.47211 1.69258 -3.74945  0.0089
H16 -1.11027 4.18364 -3.68215  0.0186
H17 -0.19339 2.68789 -4.01499  0.0174
H18 0.36587 3.80365 -2.74874  0.0033
H19 -2.53348 4.80822 -1.15096  0.0132
H20 -1.25978 4.30774 -0.00854  -0.0052
H21 -2.91017 3.68633 0.17416  0.0090
F1 -3.19373 -0.73107 -3.55909  0.1661
B1 -1.85630 -0.92641 -3.33748  -1.2480
F2 -1.68802 -0.94996 -1.84188  -0.0606
F3 -1.37221 -2.11684 -3.79809  0.1880
F4 -1.08837 0.15376 -3.77640  0.0958

**Frontier orbital gap (spin up / spin down)**: 5.05 / 7.39 eV
**2S+1**: 5

=====

[4]
C20H21BrN4O4 | ωB97M-V with the def2-TZVPD basis set

Each line ends with the Löwdin charge.
Positions of all 50 atoms, in Å:
O1 2.04849 0.34674 0.50223  0.0537
C1 1.44807 1.11031 -0.24247  -0.3758
N1 1.70607 1.02051 -1.57856  0.2082
C2 1.04772 1.82975 -2.49186  -0.2140
C3 1.34631 1.74067 -3.93915  -0.1358
C4 2.39587 0.94305 -4.44150  -0.0159
C5 2.67306 0.90697 -5.81429  -0.1112
C6 1.91293 1.66044 -6.71156  -0.6708
Br1 2.29445 1.62047 -8.58299  0.7316
C7 0.86770 2.44757 -6.23116  -0.1124
C8 0.58592 2.48718 -4.86353  -0.0094
N2 0.14975 2.70121 -2.08314  0.1618
C9 -0.15523 2.85059 -0.73856  -0.2152
C10 -1.10430 3.80129 -0.36026  -0.0057
C11 -1.43111 3.97904 0.98884  -0.0602
C12 -0.79785 3.20086 1.96536  -0.0694
C13 0.15889 2.24901 1.59320  0.0064
C14 0.47511 2.07383 0.23560  -0.0783
H1 2.33658 0.29546 -1.88790  0.1511
H2 3.01880 0.34909 -3.78060  0.1055
H3 3.48545 0.29409 -6.19304  0.1039
H4 0.27394 3.03220 -6.92744  0.1036
H5 -0.23488 3.11387 -4.52292  0.1134
H6 -1.58091 4.40119 -1.12882  0.1132
H7 -2.17042 4.72157 1.27596  0.1064
H8 -1.04521 3.33896 3.01407  0.1041
H9 0.65887 1.65222 2.35399  0.1183
C15 -3.12230 -2.89457 1.50070  -0.0670
N3 -1.96996 -3.54492 0.87661  0.0343
C16 -0.66483 -3.25193 0.97184  -0.4474
O2 0.09991 -3.84223 0.21649  0.0423
C17 -0.11673 -2.15533 1.92184  -0.1695
C18 1.38338 -2.32502 2.21122  -0.1990
O3 1.88117 -1.12863 2.78558  -0.0836
N4 -0.82508 -1.92663 3.19591  0.1006
C19 -1.10128 -2.86906 4.09783  -0.5724
C20 -1.64907 -2.38771 5.42146  0.0031
O4 -0.94308 -4.06556 3.90208  0.0571
H10 -2.97656 -1.81466 1.54492  0.0803
H11 -3.26735 -3.28932 2.50774  0.0731
H12 -4.02058 -3.10151 0.91719  0.0833
H13 -2.16270 -4.31093 0.25004  0.1417
H14 -0.21261 -1.23472 1.34873  0.1455
H15 1.92796 -2.51852 1.28552  0.1203
H16 1.53776 -3.16112 2.89511  0.1299
H17 2.09900 -0.53929 2.03801  0.0319
H18 -0.93072 -0.97046 3.48745  0.1409
H19 -1.84446 -3.25144 6.05591  0.0851
H20 -2.57338 -1.83863 5.25616  0.0783
H21 -0.91251 -1.74591 5.90213  0.0837

**Frontier orbital gap**: 8.27 eV
**2S+1**: 1

=====

[5]
C20H21CaN2O3PS2 | ωB97M-V with the def2-TZVPD basis set

Each line ends with the Löwdin charge.
Positions of all 50 atoms, in Å:
Ca1 0.70048 2.71111 1.20393  1.1405
O1 4.15272 1.90177 -0.62038  -0.2805
S1 2.78687 1.53856 -0.39875  0.4407
O2 2.49282 1.03996 0.96253  -0.4684
O3 1.80782 2.61554 -0.70578  -0.5016
C1 2.33566 0.21808 -1.49793  -0.2557
C2 3.28108 -0.19426 -2.42104  -0.0438
C3 2.97411 -1.21570 -3.31200  -0.0571
C4 1.72894 -1.81598 -3.26767  -0.0611
C5 0.78732 -1.39161 -2.33836  -0.1253
C6 1.06406 -0.36791 -1.43766  -0.3409
P1 -0.22601 0.19713 -0.25292  1.0972
C7 -0.65920 -1.33923 0.64728  -0.3533
C8 -1.60924 -1.24496 1.66902  -0.1199
C9 -1.88077 -2.32812 2.49147  -0.0788
C10 -1.18653 -3.51996 2.32894  -0.0844
C11 -0.22136 -3.61724 1.33861  -0.0809
C12 0.04183 -2.53599 0.50541  -0.0939
C13 -1.64364 0.58909 -1.34924  -0.3366
C14 -2.84052 0.98062 -0.74615  -0.0999
C15 -3.91404 1.40949 -1.50799  -0.0741
C16 -3.80162 1.48663 -2.88901  -0.0837
C17 -2.60628 1.13951 -3.49617  -0.0783
C18 -1.53319 0.69724 -2.73352  -0.0857
H1 4.24815 0.28908 -2.43166  0.1131
H2 3.71059 -1.53603 -4.03716  0.1094
H3 1.48361 -2.61266 -3.95787  0.1096
H4 -0.18876 -1.86271 -2.31997  0.1208
H5 -2.11755 -0.30957 1.85994  0.0953
H6 -2.61993 -2.22809 3.27539  0.1106
H7 -1.38929 -4.36039 2.97966  0.1049
H8 0.33330 -4.53790 1.20837  0.1052
H9 0.80821 -2.63374 -0.25074  0.0925
H10 -2.93943 0.99207 0.33047  0.0855
H11 -4.82864 1.71009 -1.01423  0.1072
H12 -4.63548 1.83703 -3.48311  0.1032
H13 -2.49938 1.21798 -4.57041  0.1042
H14 -0.60803 0.44982 -3.23447  0.0949
C19 -1.41236 3.88810 1.29485  -0.3705
H15 -1.73317 4.18463 0.28409  -0.0777
H16 -1.48079 4.80043 1.90199  -0.0859
H17 -2.21499 3.23302 1.66928  -0.0863
N1 2.97612 0.61348 3.93771  0.1003
C20 1.69172 0.32855 3.67275  -0.9690
N2 1.41339 -0.91463 3.26877  0.1293
S2 0.46067 1.47436 3.91323  0.5521
H18 3.71053 0.07639 3.50471  0.1107
H19 3.18380 1.57536 4.14265  0.0940
H20 2.14046 -1.52720 2.93645  0.1180
H21 0.47594 -1.10129 2.94669  0.0543

**Frontier orbital gap**: 7.20 eV
**2S+1**: 1

=====

[6]
C20H21EuN3O3S | ωB97M-V with the def2-TZVPD basis set

Each line ends with the Löwdin charge.
Positions of all 49 atoms, in Å:
C1 2.93205 -1.77061 -1.21333  -0.1968
C2 1.70089 -2.16172 -2.62907  -0.1993
H1 3.29621 -0.72140 -1.25203  0.0715
H2 3.73608 -2.40976 -1.55873  0.0579
H3 2.62386 -2.15768 -0.21586  0.0562
H4 1.47599 -1.27644 -3.26356  0.0610
H5 2.34495 -2.82629 -3.19202  0.0590
H6 0.82620 -2.75461 -2.27430  0.0163
C3 1.48613 2.35239 0.13680  -0.1721
C4 1.24003 3.65796 0.58451  -0.0944
C5 0.23629 4.39809 -0.04604  -0.0886
C6 -0.49749 3.79927 -1.07086  -0.0307
H7 2.24332 1.72159 0.61317  0.0862
H8 1.83291 4.05030 1.40681  0.0898
H9 0.01685 5.42099 0.25597  0.0992
H10 -1.30767 4.31821 -1.57719  0.0911
N1 0.81896 1.79050 -0.87952  -0.0280
C7 -0.20512 2.47280 -1.45641  -0.2428
C8 -1.02036 1.74159 -2.45383  -0.2516
N2 -0.75921 0.41860 -2.60792  -0.0414
C9 -1.56613 -0.32809 -3.38042  -0.1928
C10 -2.86491 1.59222 -4.02283  -0.1013
C11 -2.62928 0.21805 -4.11435  -0.1075
H11 -1.35449 -1.40134 -3.37516  0.0671
H12 -3.23875 -0.44029 -4.72834  0.0869
C12 -2.05455 2.36142 -3.18723  -0.0327
H13 -2.19538 3.43400 -3.08028  0.0928
H14 -3.66928 2.06318 -4.58515  0.0970
Eu1 1.01435 -0.84950 -1.07991  1.4770
C13 -1.05419 -2.56641 -1.15761  -0.0209
H15 -1.26310 -3.14850 -2.06607  0.0251
H16 -1.90891 -1.95705 -0.83809  0.0247
H17 -0.64214 -3.16482 -0.33016  0.0330
O1 -2.46094 -1.46145 1.72358  -0.3059
S1 -1.54595 -0.39755 2.04514  0.6559
O2 -2.01787 0.96321 2.07574  -0.2788
N3 -0.17900 -0.50857 1.10084  -0.1636
C14 0.97074 -0.61396 1.78958  -0.5230
O3 2.09399 -0.50992 1.19732  -0.1345
C15 0.73722 -0.86984 3.22123  -0.1423
C16 1.66278 -1.26742 4.19051  0.0024
C17 1.18576 -1.60735 5.45690  -0.0636
C18 -0.19099 -1.53877 5.74319  -0.0574
C19 -1.10850 -1.13238 4.76018  -0.0257
C20 -0.61001 -0.79849 3.50562  -0.2132
H18 2.71773 -1.30916 3.92015  0.1219
H19 1.88050 -1.93477 6.23181  0.1067
H20 -0.54968 -1.81120 6.73599  0.1070
H21 -2.17990 -1.07903 4.94124  0.1230

**Frontier orbital gap (spin up / spin down)**: 3.93 / 5.01 eV
**2S+1**: 8

=====

Number 1: energy -2600.9496 hartree. Number 2: energy -6163.1654 hartree. Number 3: energy -6163.1667 hartree. Number 4: energy -3868.8034 hartree. Number 5: energy -2925.3945 hartree. Number 6: energy -2272.9247 hartree.